[1]
Entry from the OMol25 dataset: a molecular structure, C15H37Cl3N2O3PS2SeSi2Tc (ωB97M-V/def2-TZVPD).

Element x y z (Å)
Tc: -0.92 0.10 0.68
C: -4.53 5.62 -0.31
C: -3.51 4.65 -0.85
O: -2.90 3.98 0.25
P: -2.36 2.44 0.13
S: -2.47 1.63 1.96
S: -3.12 1.42 -1.35
O: -0.79 2.64 -0.20
C: 0.03 3.54 0.59
C: 0.20 4.86 -0.13
H: -5.03 6.15 -1.13
H: -4.06 6.35 0.35
H: -5.29 5.08 0.27
H: -2.73 5.18 -1.42
H: -3.96 3.91 -1.52
H: 0.99 3.03 0.72
H: -0.40 3.65 1.58
H: 0.56 4.70 -1.14
H: 0.93 5.47 0.41
H: -0.75 5.41 -0.17
Cl: -3.31 -2.80 1.68
Si: -1.51 -1.73 2.03
Cl: -0.12 -3.32 2.11
Cl: -1.77 -1.37 4.12
C: 0.72 -1.23 -2.65
C: 1.24 -0.51 -1.40
C: 1.54 0.96 -1.74
C: 2.51 -1.18 -0.87
N: 0.24 -0.59 -0.37
H: 1.39 -1.07 -3.49
H: -0.28 -0.86 -2.90
H: 0.65 -2.30 -2.46
H: 2.26 1.02 -2.56
H: 1.96 1.45 -0.86
H: 0.62 1.47 -2.03
H: 3.34 -1.06 -1.58
H: 2.34 -2.25 -0.71
H: 2.79 -0.72 0.08
C: -1.44 -5.48 -3.81
N: -2.14 -4.32 -3.34
C: -3.09 -3.71 -4.25
C: -1.85 -3.68 -2.15
C: -0.76 -4.27 -1.29
O: -2.46 -2.69 -1.80
H: -2.09 -6.04 -4.49
H: -1.19 -6.15 -2.99
H: -0.52 -5.24 -4.35
H: -3.96 -4.35 -4.41
H: -2.62 -3.51 -5.22
H: -3.42 -2.77 -3.81
H: 0.07 -4.67 -1.86
H: -1.17 -5.05 -0.65
H: -0.41 -3.47 -0.64
C: 2.57 -1.16 4.11
Si: 3.54 0.44 3.84
C: 3.52 1.35 5.51
C: 5.36 -0.10 3.62
Se: 2.77 1.64 2.18
H: 3.04 -1.79 4.88
H: 2.51 -1.73 3.18
H: 1.54 -0.95 4.41
H: 4.04 0.78 6.30
H: 2.48 1.50 5.83
H: 3.99 2.33 5.41
H: 5.79 -0.49 4.55
H: 5.96 0.75 3.28
H: 5.42 -0.88 2.86

The value obtained for the energy relative to the best compared isomer or geometry (same formula, charge and spin) is 1.498 eV. As for the orbital gap (alpha / beta): 5.0 / 5.2 eV. The charge is -2. The multiplicity is 1.



[2]
Entry from the OMol25 dataset: a molecular structure, C15H37N5O10Zn2 at a distorted geometry (ωB97M-V/def2-TZVPD).

Element x y z (Å)
Zn: 1.79 -0.75 1.89
Zn: -0.04 -1.66 -0.49
C: 2.02 -0.24 -0.61
O: 2.11 0.57 0.33
O: 1.05 -0.20 -1.30
O: 2.04 -1.35 -0.02
C: -0.39 -2.06 2.05
O: -0.65 -2.73 1.09
O: 0.68 -2.28 2.62
O: -0.35 -0.94 1.60
C: 3.21 3.13 -2.07
O: 3.49 4.23 -2.44
N: 3.60 2.72 -0.89
N: 2.42 2.32 -2.67
H: 3.15 1.92 -0.48
H: 4.24 3.31 -0.37
H: 2.15 1.47 -2.20
H: 1.95 2.56 -3.54
C: -2.29 3.18 -3.99
C: -1.83 2.30 -2.75
C: -3.15 1.56 -2.32
O: -3.08 1.12 -1.00
C: -4.40 0.81 -0.39
N: -0.80 1.43 -3.33
H: -1.41 3.54 -4.52
H: -2.92 4.01 -3.68
H: -2.84 2.60 -4.74
H: -1.47 2.93 -1.93
H: -3.46 0.70 -2.91
H: -3.96 2.27 -2.47
H: -5.09 1.65 -0.34
H: -4.29 0.32 0.58
H: -4.96 0.09 -0.98
H: -0.17 1.86 -3.99
H: -0.10 1.23 -2.62
C: 1.36 2.02 5.29
C: 1.86 0.73 4.68
C: 1.48 -0.48 5.47
O: 2.04 -0.66 6.83
C: 3.34 -1.18 6.63
N: 1.47 0.83 3.22
H: 1.65 2.10 6.34
H: 0.31 2.24 5.10
H: 1.80 2.95 4.92
H: 2.95 0.81 4.65
H: 1.51 -1.43 4.93
H: 0.40 -0.54 5.56
H: 3.35 -2.23 6.34
H: 3.94 -1.08 7.53
H: 3.88 -0.61 5.87
H: 0.56 1.25 3.18
H: 1.92 1.67 2.89
C: -3.33 -2.42 -2.91
C: -2.11 -2.53 -2.00
C: -0.89 -3.22 -2.64
O: 0.27 -3.16 -1.74
C: 1.41 -3.96 -2.17
N: -1.69 -1.22 -1.60
H: -3.28 -1.75 -3.77
H: -4.21 -2.14 -2.33
H: -3.51 -3.41 -3.33
H: -2.37 -3.15 -1.15
H: -0.64 -2.68 -3.56
H: -0.99 -4.29 -2.86
H: 2.33 -3.80 -1.61
H: 1.53 -3.93 -3.25
H: 1.22 -5.03 -2.10
H: -1.40 -0.59 -2.34
H: -2.44 -0.72 -1.14

As for the orbital gap: 7.5 eV. The multiplicity is 1.



[3]
Entry from the OMol25 dataset: 4 unconnected molecules or ions with the total composition C15H37NO4S3 at a distorted geometry (ωB97M-V/def2-TZVPD).

Element x y z (Å)
C: -3.58 2.68 -5.27
S: -2.60 1.17 -4.78
O: -2.85 0.24 -5.94
C: -0.82 1.57 -5.06
H: -3.37 3.48 -4.57
H: -4.64 2.43 -5.17
H: -3.47 2.95 -6.32
H: -0.26 1.31 -4.17
H: -0.84 2.66 -5.12
H: -0.36 1.12 -5.94
C: 1.52 6.14 -0.99
S: 2.58 4.88 0.00
O: 1.67 4.77 1.19
C: 2.16 3.33 -1.00
H: 0.54 5.66 -1.05
H: 1.87 6.29 -2.01
H: 1.45 7.06 -0.42
H: 2.50 3.39 -2.03
H: 1.17 2.91 -0.80
H: 2.83 2.56 -0.62
C: 1.73 -1.11 -2.79
S: 3.27 -0.23 -3.32
O: 2.83 1.19 -3.22
C: 4.48 -0.72 -1.99
H: 2.03 -2.15 -2.62
H: 1.09 -1.14 -3.67
H: 1.39 -0.76 -1.81
H: 4.09 -0.31 -1.06
H: 5.45 -0.41 -2.37
H: 4.58 -1.78 -1.75
C: 0.79 -3.31 3.44
C: 0.47 -1.96 2.77
C: 0.17 -2.29 1.28
C: -1.24 -2.88 0.92
C: -2.26 -1.93 1.67
C: -2.11 -1.77 3.18
N: -0.74 -1.31 3.39
O: -0.46 -1.02 4.77
C: -3.09 -0.58 3.52
C: -2.56 -2.94 3.97
C: 1.63 -1.03 2.77
H: 1.75 -3.79 3.25
H: -0.04 -4.01 3.49
H: 1.00 -3.24 4.51
H: 0.19 -1.34 0.75
H: 0.95 -2.93 0.86
H: -1.41 -3.87 1.34
H: -1.35 -2.77 -0.16
H: -3.30 -2.17 1.43
H: -2.01 -0.97 1.22
H: -2.90 -0.04 4.45
H: -3.14 0.22 2.79
H: -4.14 -0.89 3.58
H: -2.25 -3.85 3.46
H: -2.39 -2.96 5.05
H: -3.64 -2.81 3.95
H: 1.61 -0.14 2.15
H: 2.44 -1.63 2.34
H: 2.04 -0.87 3.77
H: -0.46 -0.06 4.76

The value obtained for the energy relative to the best compared isomer or geometry (same formula, charge and spin) is 2.501 eV. As for the orbital gap: 8.7 eV. The multiplicity is 1.



[4]
Entry from the OMol25 dataset: a molecular structure, C15H38BGaI2NO6 at a distorted geometry (ωB97M-V/def2-TZVPD).

Element x y z (Å)
C: 2.28 0.00 2.46
C: 2.97 0.36 1.09
C: 2.57 -0.70 -0.02
N: 1.45 -0.29 -0.85
Ga: -0.30 -0.60 -0.07
B: -0.51 -2.71 0.06
O: -0.27 -3.57 -1.08
O: -0.86 -3.39 1.27
C: -2.26 -3.46 1.48
C: -1.83 0.33 -1.12
I: -3.66 -0.84 -1.25
C: -2.18 1.75 -0.47
C: -3.04 1.58 0.83
I: -0.35 2.84 0.09
H: 1.65 -0.91 2.38
H: 2.99 -0.17 3.28
H: 1.62 0.84 2.75
H: 4.06 0.25 1.27
H: 2.69 1.36 0.73
H: 3.46 -0.77 -0.70
H: 2.40 -1.65 0.52
H: 1.57 0.64 -1.22
H: -0.44 -0.08 1.46
H: 0.66 -3.81 -0.97
H: -2.55 -2.81 2.34
H: -2.86 -3.24 0.58
H: -2.50 -4.50 1.78
H: -1.56 0.58 -2.17
H: -2.70 2.39 -1.21
H: -4.11 1.62 0.54
H: -2.78 0.60 1.26
H: -2.89 2.42 1.53
C: -8.65 3.85 -3.57
O: -7.80 2.78 -3.93
C: -6.49 2.91 -3.37
C: -6.32 2.01 -2.17
O: -7.14 2.43 -1.08
C: -8.31 1.63 -0.95
H: -9.67 3.57 -3.83
H: -8.61 4.05 -2.49
H: -8.38 4.76 -4.12
H: -6.28 3.95 -3.12
H: -5.79 2.60 -4.15
H: -5.28 2.08 -1.82
H: -6.51 0.97 -2.42
H: -8.05 0.65 -0.52
H: -8.81 1.49 -1.91
H: -8.99 2.14 -0.27
C: 6.48 -1.86 0.24
O: 6.81 -0.83 1.17
C: 7.07 -1.33 2.47
C: 8.57 -1.40 2.75
O: 9.21 -2.37 1.92
C: 9.88 -1.79 0.82
H: 6.52 -1.43 -0.76
H: 7.18 -2.69 0.29
H: 5.47 -2.21 0.43
H: 6.61 -2.31 2.61
H: 6.62 -0.63 3.18
H: 8.72 -1.71 3.78
H: 9.03 -0.42 2.62
H: 10.80 -1.30 1.16
H: 9.26 -1.06 0.30
H: 10.14 -2.59 0.13

As for the orbital gap: 6.5 eV. The charge is -1. The multiplicity is 1.



Q: Number 3 is which compound?
A: C15H37NO4S3



Q: What is the multiplicity in the first record?
A: 1